Molecular formula: C33H32N5P2STi
Method: DFT, ωB97M-V/def2-TZVPD

The geometry in XYZ format:
```
74
Properties=species:S:1:pos:R:3:lowdin_charge:R:1
C -2.66 -13.75 8.25 -0.05
C -1.45 -18.92 7.25 -0.35
H -2.27 -22.27 7.48 0.11
H -1.95 -19.34 3.75 0.05
H -3.69 -13.36 10.13 0.12
Ti -4.07 -16.86 5.34 0.56
C -2.49 -13.84 2.98 -0.09
H -2.65 -12.73 7.99 0.10
C -0.67 -21.28 8.48 -0.05
H -0.38 -22.28 8.95 0.14
C -6.22 -13.27 6.94 -0.04
C -0.88 -17.15 1.48 -0.09
H -7.44 -15.61 9.05 0.15
H 0.66 -14.94 3.65 0.08
C -2.27 -12.47 2.69 -0.06
H -5.67 -21.57 5.13 0.15
N -0.90 -16.82 5.32 -0.45
H -3.51 -14.22 3.00 0.08
C -1.40 -19.78 1.75 -0.08
C 0.14 -20.16 8.57 -0.07
C -1.46 -14.73 3.34 -0.37
C -1.31 -17.64 2.69 -0.37
C -0.62 -18.02 0.43 -0.05
C -1.64 -18.95 2.83 -0.19
C -0.30 -18.96 8.03 -0.10
C -6.94 -18.21 8.26 0.00
H 0.96 -17.55 4.70 0.09
H -6.32 -12.17 6.79 0.14
H 0.34 -18.08 8.24 0.12
H -8.04 -18.22 8.04 0.14
H -3.14 -11.78 2.52 0.13
H -5.09 -21.06 3.50 0.14
H -1.43 -20.91 1.90 0.14
C -5.25 -19.60 4.91 -0.76
H -0.76 -11.00 2.70 0.10
H -0.34 -17.60 -0.54 0.12
H 1.11 -12.55 3.17 0.13
N -5.32 -20.82 4.49 0.11
H -0.75 -20.11 -0.23 0.12
H -2.77 -17.47 9.30 0.13
C -5.37 -14.05 6.12 -0.01
H -7.40 -13.17 8.77 0.17
C -6.10 -15.97 7.32 -0.22
H -6.86 -17.82 9.24 0.09
C 0.57 -16.85 5.39 -0.07
C -6.83 -13.83 7.99 -0.04
C -2.18 -20.11 7.02 -0.07
H -4.77 -13.76 5.31 0.09
C -6.21 -17.48 7.30 -0.27
H 0.91 -15.89 5.18 0.04
H 1.04 -20.22 9.28 0.15
C -6.89 -15.22 8.16 0.03
H -0.64 -16.09 1.36 0.11
C -0.96 -19.37 0.52 -0.04
N -5.62 -19.34 6.12 0.03
C -1.00 -12.01 2.88 -0.04
P -1.86 -16.39 3.94 0.95
C -2.17 -16.09 7.72 -0.39
H -1.71 -14.36 6.47 0.10
N -5.37 -15.42 6.36 0.00
S -4.42 -18.42 3.73 0.70
C -2.72 -16.40 8.98 -0.10
H -3.00 -20.18 6.36 0.06
N -5.51 -17.97 6.34 -0.11
C -2.10 -14.75 7.40 -0.08
H -6.64 -19.24 8.07 0.09
H 0.81 -17.20 6.39 0.07
C -3.21 -15.46 9.87 -0.06
C 0.06 -12.95 3.20 -0.05
P -2.00 -17.38 6.55 0.91
C -0.12 -14.26 3.42 -0.10
H -3.49 -15.76 10.92 0.14
C -1.80 -21.31 7.62 -0.04
C -3.17 -14.09 9.51 -0.05
```

HOMO energy (alpha / beta) ... -13.8 / -13.9 eV
Net charge ... +2
Spin multiplicity ... 2
HOMO-LUMO gap (alpha / beta) ... 7.45 / 7.56 eV

***

Molecular formula: C33H32N8O4PS6Y
Method: DFT, ωB97M-V/def2-TZVPD

The geometry in XYZ format:
```
85
Properties=species:S:1:pos:R:3:lowdin_charge:R:1
N 2.36 -3.73 3.13 -0.15
C 3.35 2.37 -2.98 -0.14
H -4.17 -3.21 -0.32 0.11
S -2.57 0.60 1.31 0.93
H -3.87 2.80 2.49 0.11
H -3.88 -1.38 1.30 0.08
S 2.65 1.01 -0.70 0.47
H -4.08 -3.74 -2.70 0.09
C 1.60 2.15 2.37 -0.16
N -1.92 -5.51 2.17 0.04
H 1.19 -2.12 3.79 0.09
Y -0.02 0.20 -0.16 0.95
O -6.27 2.96 -0.47 -0.32
H 3.95 2.98 -2.32 0.09
C -2.46 -2.34 -3.14 -0.09
C -2.36 4.55 -0.81 -0.22
N -1.61 -2.40 0.63 -0.12
O -5.85 2.02 -2.69 -0.34
S -3.47 2.11 -1.13 1.00
H 1.19 0.22 -5.32 0.10
C -3.80 3.02 1.43 -0.19
H 3.22 -5.37 2.18 0.12
C 1.82 0.56 -3.30 -0.56
C -3.41 5.03 0.03 -0.13
H 0.50 -3.03 2.44 0.07
H 1.78 -3.03 -0.15 0.06
C -2.53 -1.72 -0.35 -0.51
C 2.66 -2.62 0.36 -0.31
H 3.25 -2.09 -0.39 0.07
C 0.12 4.42 2.35 -0.05
C -1.73 -1.33 -2.60 -0.43
O -0.44 -1.60 0.75 -0.49
C -4.05 4.37 1.03 -0.12
C 4.65 -3.24 1.57 -0.21
C -1.29 -3.76 0.40 -0.35
H 5.22 -2.63 0.86 0.12
H 3.63 -0.60 3.38 0.07
C 2.04 3.24 3.11 -0.06
H 1.60 5.27 3.65 0.10
N 4.43 -2.44 2.78 -0.16
H 2.50 2.09 -6.25 0.09
C -3.47 -2.71 -0.98 -0.06
C 2.54 1.88 -5.19 -0.12
N 0.48 2.16 1.66 0.00
C -2.12 3.28 -1.23 -0.97
H -0.95 0.46 -3.51 0.04
H -4.73 4.94 1.65 0.10
H -2.31 -2.64 -4.16 0.08
C -3.41 2.00 0.64 -0.78
N 0.09 -4.47 -1.65 0.10
N -1.80 -0.90 -1.31 -0.04
O -5.21 4.33 -2.21 -0.32
H -1.59 5.27 -1.08 0.10
C 3.61 -3.25 3.69 -0.22
C 3.32 2.65 -4.34 -0.12
C -3.43 -0.80 0.50 -0.35
C 2.61 1.33 -2.43 -0.73
C -0.24 3.28 1.65 -0.14
C -0.53 -4.16 -0.72 -0.28
H 2.18 1.23 2.34 0.04
C -1.63 -4.72 1.36 -0.30
H 1.72 -4.78 1.44 0.13
H 4.40 -0.60 1.79 0.07
C 1.80 0.83 -4.67 -0.11
C -3.41 -3.00 -2.28 -0.10
H 2.97 3.17 3.66 0.10
H 5.26 -4.11 1.85 0.12
H -0.70 -1.04 -4.46 0.07
S -5.55 3.03 -1.72 0.36
P 2.09 -1.39 1.63 0.97
H 3.39 -2.65 4.58 0.12
H -3.63 6.09 -0.05 0.10
C 3.75 -1.18 2.45 -0.34
C 1.43 -2.63 2.85 -0.30
C -0.73 -0.61 -3.46 -0.38
H 3.90 3.47 -4.73 0.09
S -0.63 2.64 -1.80 0.58
C 1.29 4.40 3.09 -0.08
N 3.44 -3.72 0.93 -0.15
S 0.89 -0.79 -2.64 0.91
H -0.51 5.30 2.30 0.10
H 4.21 -4.12 3.99 0.11
C 2.66 -4.48 1.90 -0.18
H -1.14 3.28 1.05 0.06
H -4.21 -0.36 -0.12 0.08
```

HOMO energy ... -1.5 eV
Net charge ... -2
Spin multiplicity ... 1
HOMO-LUMO gap ... 5.30 eV

***

Molecular formula: C33H33BBr2N13SSeZr
Method: DFT, ωB97M-V/def2-TZVPD

The geometry in XYZ format:
```
85
Properties=species:S:1:pos:R:3:lowdin_charge:R:1
C -0.94 -0.61 -4.86 0.01
Br 3.33 4.43 -4.37 0.91
H -3.04 -3.24 3.02 0.12
C 2.93 1.82 3.51 -0.02
H 3.65 -5.93 3.75 0.14
C 3.32 -1.20 -1.03 -0.16
C 2.77 1.48 2.18 -0.14
H 1.45 -5.43 0.98 0.08
C 1.49 -5.54 2.06 -0.02
S -0.70 -2.01 -1.25 0.69
H 1.10 0.13 -5.23 0.14
C 1.76 1.39 4.11 -0.04
H -2.46 4.73 1.68 0.12
C 4.38 -1.58 -1.83 -0.01
H -3.23 -1.54 -2.66 0.07
H 0.50 -5.38 2.48 0.10
C 1.15 3.08 -3.15 -0.03
H 3.42 -1.14 0.05 0.07
N 2.43 -4.57 2.62 -0.13
C -1.29 3.10 0.74 -0.10
H -1.72 -1.46 4.64 0.14
H 0.56 3.50 -3.95 0.12
N -1.20 -0.56 2.82 -0.04
N 1.28 1.72 -1.18 0.01
C -2.81 -1.77 -3.64 0.02
C 2.60 1.95 -1.17 -0.12
C -3.53 1.40 -1.90 -0.05
H 3.48 1.63 1.38 0.10
C -2.20 -1.91 1.46 -0.19
H 1.42 1.47 5.13 0.15
Se 1.14 -2.52 1.24 0.74
N 0.62 -0.79 -3.33 0.01
C -0.51 -1.32 -2.80 -0.64
C 3.47 -4.91 3.45 0.00
H -2.77 -2.85 -3.77 0.11
H -1.47 3.40 -3.67 0.12
C 3.80 -1.35 3.26 0.00
C -2.44 -2.39 2.74 0.00
C -0.87 1.96 -2.18 -0.24
H 3.77 2.30 3.98 0.12
C 2.43 -3.24 2.41 -0.58
N 3.46 -2.74 3.11 -0.11
H -2.20 3.08 3.86 0.15
C 3.26 2.75 -2.07 -0.05
C 2.52 3.34 -3.09 -0.65
H -0.84 0.87 4.50 0.14
H -1.55 -0.42 -5.74 0.15
H 4.98 -2.00 -3.85 0.13
H 4.65 -1.27 3.94 0.11
H 3.17 1.44 -0.41 0.08
C -2.56 0.77 -1.16 -0.13
H 2.70 -1.56 -4.75 0.13
C -1.97 3.78 1.75 0.00
H -4.58 1.17 -1.73 0.13
H -2.53 -2.30 0.52 0.07
C -1.85 2.96 2.85 -0.01
H -1.14 3.42 -0.27 0.11
B -0.58 0.74 3.35 -0.52
N 1.58 0.90 1.96 -0.10
C 2.92 -1.42 -3.70 0.04
C -3.14 2.35 -2.85 -0.65
H 4.32 2.91 -1.99 0.13
N -1.14 1.88 2.51 -0.02
N -1.25 1.02 -1.31 -0.06
H 2.96 -0.82 3.69 0.08
C 0.57 2.28 -2.18 -0.21
C 1.92 -1.02 -2.82 -0.26
C -1.78 -1.51 3.57 -0.02
Zr 0.25 0.08 0.26 1.58
H 4.97 -3.59 4.40 0.14
C 4.11 -3.77 3.77 -0.01
H 1.85 -6.53 2.31 0.10
C -1.79 2.63 -2.98 -0.03
N 0.96 0.85 3.18 -0.02
H 5.34 -1.79 -1.38 0.13
N -1.44 -0.80 1.51 -0.18
H -2.83 0.03 -0.42 0.10
N -0.79 1.94 1.20 -0.07
Br -4.40 3.23 -3.90 0.91
H -3.42 -1.33 -4.42 0.11
C 4.18 -1.68 -3.19 0.00
H 4.08 -0.91 2.30 0.08
C 0.35 -0.34 -4.62 -0.01
N 2.10 -0.90 -1.51 0.01
N -1.47 -1.22 -3.74 -0.08
```

HOMO energy ... -15.1 eV
Net charge ... +3
Spin multiplicity ... 1
HOMO-LUMO gap ... 6.24 eV

***

Molecular formula: C33H33BiN7O5PSTe4
Method: DFT, ωB97M-V/def2-TZVPD

The geometry in XYZ format:
```
85
Properties=species:S:1:pos:R:3:lowdin_charge:R:1
H 1.37 2.44 -2.69 0.06
C 2.50 -2.54 -3.41 -0.07
C -2.45 -4.90 1.73 -0.08
C 2.20 3.53 0.00 -0.59
C -4.16 2.06 0.51 -0.31
C -2.37 -2.69 0.74 -0.25
C 3.68 -0.87 1.56 -0.09
C -0.97 -2.88 0.50 -0.32
C 0.41 -3.73 -3.66 -0.12
H -0.69 -6.14 1.83 0.11
H 2.03 -3.91 -5.08 0.11
C -0.01 -3.25 -2.46 -0.10
P 0.13 -1.58 -0.16 1.07
C 0.84 1.63 -3.16 -0.11
C 0.52 0.00 -4.90 -0.22
H 2.66 6.75 0.23 0.10
N 0.94 -0.03 5.04 0.10
N -3.16 2.17 -0.32 -0.25
H -4.05 1.83 1.55 0.08
C 0.98 -0.69 -6.09 -0.17
C 0.81 -2.40 -1.65 -0.33
S -3.20 -1.20 0.26 0.43
O 2.77 3.69 -1.20 0.06
O -3.17 -0.95 -1.16 -0.34
C 1.08 0.85 3.98 -0.43
C 1.98 4.88 0.74 -0.20
H 1.66 -0.24 5.71 0.15
H 4.62 -1.55 3.29 0.11
C 1.48 -2.47 2.28 -0.08
C 2.62 -2.40 3.06 -0.11
Te -1.68 3.41 2.69 0.17
O -4.57 -1.40 0.73 -0.33
H -1.26 -1.23 -4.57 0.12
H 1.91 1.56 -5.00 0.11
H 3.11 1.04 4.11 0.07
H -6.29 1.90 0.12 0.20
O -2.44 -0.16 1.00 -0.57
H 1.41 6.19 -0.75 0.00
H -4.14 -3.62 1.38 0.09
H 2.22 2.59 4.41 0.09
C -1.02 0.14 -3.01 -0.10
C 2.08 -2.03 -2.16 -0.08
C -0.62 -0.45 -4.22 0.00
H -1.91 -0.11 -2.50 0.06
N -0.27 1.18 -2.50 -0.03
C -3.58 2.38 -1.62 -0.19
C 1.67 -3.43 -4.15 -0.09
H 0.56 -4.35 0.57 0.09
H -5.69 2.31 -2.36 0.12
H 2.84 4.67 -1.25 0.07
C -1.12 -5.19 1.53 -0.06
C -3.10 -3.75 1.28 -0.05
C -4.94 2.24 -1.56 -0.08
H -0.23 -4.47 -4.16 0.12
N -5.32 2.16 -0.23 0.09
H -0.95 -3.58 -2.06 0.10
Te -0.82 4.33 -1.40 0.26
O 1.93 2.44 0.47 -0.07
Bi -0.94 1.82 0.34 1.21
H 2.42 -0.08 -0.02 0.11
H -0.69 -1.30 5.62 0.10
H 3.47 -2.23 -3.77 0.10
Te -1.48 6.43 0.14 0.04
H -1.79 -0.30 3.37 0.07
C 1.44 -1.72 1.08 -0.35
N 0.04 0.79 3.21 0.01
H 4.56 -0.22 1.27 0.13
Te -3.34 5.19 1.61 0.05
N 2.26 5.93 -0.23 -0.02
C 1.17 1.09 -4.42 -0.01
N 1.21 -1.25 -7.05 0.18
C 2.53 -0.89 0.77 -0.15
H -3.10 -5.60 2.25 0.11
C 2.28 1.66 3.80 -0.02
H 0.59 -3.05 2.59 0.11
H 2.72 -1.37 -1.56 0.08
C -0.87 -0.06 3.81 -0.16
H 2.67 -2.93 4.03 0.12
H 2.72 4.94 1.51 0.13
H -2.91 2.52 -2.48 0.06
C 3.68 -1.61 2.73 -0.12
C -0.34 -0.56 4.95 -0.09
H 2.36 1.92 2.67 0.09
H 0.96 4.92 1.04 0.00
C -0.44 -4.19 0.84 -0.10
```

HOMO energy ... -7.2 eV
Net charge ... 0
Spin multiplicity ... 1
HOMO-LUMO gap ... 6.95 eV

***

Molecular formula: C33H33BrCsN5O3
Method: DFT, ωB97M-V/def2-TZVPD

The geometry in XYZ format:
```
76
Properties=species:S:1:pos:R:3:lowdin_charge:R:1
H -0.05 3.53 -6.36 0.08
C -3.37 -1.55 3.55 -0.08
C -0.71 -4.70 0.70 -0.15
Br 1.16 3.68 -0.79 0.69
C -2.96 -5.06 1.37 -0.09
H 1.24 5.31 -7.19 0.07
H -1.87 0.70 -4.86 0.09
H 1.09 7.48 -4.17 0.08
H 3.08 0.25 -0.48 0.10
H 2.18 6.29 -6.06 0.08
C 0.58 4.82 -3.33 -0.11
H 3.63 0.70 4.34 0.10
C 3.25 0.38 0.59 -0.16
H 2.36 0.81 -5.71 0.08
C -0.91 0.17 -4.77 -0.04
C 0.63 2.33 -3.22 -0.48
H -1.46 -6.61 1.33 0.08
N -0.92 -3.40 0.48 0.14
H -0.12 -1.45 5.57 0.08
H -0.10 8.22 -5.26 0.08
C 2.42 0.08 2.71 -0.23
H 1.78 0.06 -4.20 0.07
N 2.27 -0.05 1.39 0.08
C -3.19 -3.71 1.15 -0.02
H 0.72 1.76 -7.37 0.08
H 0.30 -5.06 0.50 0.10
C 0.68 3.86 3.01 -0.10
H -2.18 -2.31 6.62 0.08
H 0.69 5.75 -2.78 0.08
H -4.16 -3.28 1.31 0.11
H -0.13 0.20 -7.34 0.08
H -0.64 7.28 -3.85 0.09
C 0.22 1.01 -5.38 -0.54
C -1.26 6.05 -6.24 -0.06
H -1.32 5.21 -6.94 0.07
N 0.58 2.72 2.83 0.08
H 0.50 1.71 2.70 0.04
C -1.00 -1.04 3.67 -0.20
C -0.07 1.19 -6.87 -0.09
C 0.34 2.35 -4.64 -0.09
N -2.27 -0.64 1.59 0.05
C 0.11 7.34 -4.64 -0.08
O 1.60 -0.44 4.85 -0.06
H -1.00 -0.79 -5.29 0.08
C 0.75 3.63 -2.65 -0.57
H -4.31 -2.32 5.32 0.07
H -2.08 5.94 -5.53 0.09
N 0.14 -0.57 3.00 0.10
O 0.77 1.28 -2.51 -0.48
C 1.21 6.20 -6.55 -0.06
H -0.72 -0.02 -3.72 0.06
C 1.55 0.24 -5.25 -0.05
C -1.03 -1.49 5.00 -0.03
H -4.29 -1.53 2.97 0.10
H 5.46 1.55 2.83 0.09
C 0.17 3.56 -5.30 -0.01
C -3.39 -1.98 4.87 -0.14
C 3.57 0.63 3.26 -0.03
C -2.21 -1.11 2.91 -0.25
H 5.16 1.33 0.35 0.09
C 1.28 -0.36 3.64 -0.53
H 1.06 7.07 -7.20 0.07
C 0.28 4.81 -4.69 -0.21
C 4.41 0.97 1.05 -0.09
C -2.13 -2.91 0.72 -0.19
C 4.57 1.09 2.42 -0.09
C -1.69 -5.57 1.15 -0.10
O -2.44 -0.99 -0.65 -0.38
C -2.32 -1.41 0.54 -0.71
H -3.76 -5.70 1.73 0.09
Cs -0.46 0.49 -0.45 1.34
C 0.09 6.08 -5.51 -0.57
H 1.47 -0.72 -5.77 0.08
H -1.41 6.98 -6.81 0.07
H -1.03 1.69 -7.03 0.08
C -2.20 -1.97 5.59 -0.14
```

HOMO energy ... -1.7 eV
Net charge ... -2
Spin multiplicity ... 1
HOMO-LUMO gap ... 5.59 eV

***

Molecular formula: C33H33IrN6O3
Method: DFT, ωB97M-V/def2-TZVPD

The geometry in XYZ format:
```
76
Properties=species:S:1:pos:R:3:lowdin_charge:R:1
C 3.14 2.53 -0.01 -0.11
H 2.76 0.58 -4.48 0.12
H 0.57 -1.24 -6.98 0.13
H 0.55 2.08 -3.01 0.11
C 1.79 4.09 -1.36 -0.04
C 1.11 0.08 3.95 -0.04
O 0.35 1.40 0.69 -0.04
H 3.16 -0.73 -0.39 0.09
H 1.47 1.04 -6.50 0.12
C 1.79 3.02 -0.46 -0.13
C 0.53 2.52 -0.10 -0.23
H -1.72 -3.28 -4.77 0.12
H -2.28 -7.32 1.24 0.11
H 2.74 4.48 -1.69 0.12
C 5.85 1.94 0.41 -0.08
C 0.62 4.66 -1.85 -0.08
C -1.18 -6.76 -1.92 -0.10
N -0.34 -2.87 0.78 0.03
C -1.74 -7.43 -0.84 -0.09
H 1.96 1.33 -2.28 0.08
H -2.28 -1.16 -5.89 0.12
H 0.31 2.01 -5.59 0.13
O -1.50 -4.97 1.79 0.05
C -0.26 -0.72 -6.50 -0.17
H -0.07 -3.20 -5.39 0.12
C -0.31 -3.43 -0.40 -0.45
C 1.25 1.25 -3.11 -0.22
C 1.99 1.35 -4.43 -0.15
C 5.41 3.25 0.50 -0.08
C -1.84 -6.82 0.39 -0.02
H -1.10 -7.25 -2.89 0.09
H 1.96 3.30 4.49 0.11
C 1.62 2.42 3.97 -0.07
H 2.47 2.33 -4.53 0.12
H -1.53 4.57 -1.85 0.11
H 1.84 1.12 5.67 0.10
H 3.74 4.56 0.33 0.12
Ir 0.42 -0.78 -1.02 0.94
C 0.79 1.37 1.98 -0.22
C -0.64 3.08 -0.59 0.01
C -0.72 -5.47 -1.75 -0.03
C -1.37 -5.51 0.57 -0.27
C 3.58 1.20 0.00 -0.23
C 1.23 2.50 2.65 0.00
H 0.12 -1.94 2.76 0.12
C -0.61 4.14 -1.46 -0.08
H -1.11 -4.06 1.74 0.06
H 1.26 3.45 2.13 0.12
N 0.21 -0.06 -5.29 -0.04
H 5.26 -0.10 0.16 0.11
C 4.08 3.53 0.29 -0.05
H 6.10 4.05 0.73 0.10
H 2.28 -0.08 0.81 0.06
O 0.13 -2.85 -1.45 -0.19
H 0.67 5.48 -2.55 0.10
H -1.61 -2.28 -7.10 0.12
N -0.61 -1.76 -3.93 0.08
N 0.14 -1.54 0.79 -0.18
C 4.94 0.93 0.18 -0.03
H 6.90 1.69 0.56 0.10
H -2.11 -8.44 -0.96 0.10
C 0.73 0.12 2.60 -0.14
H -0.27 -4.93 -2.57 0.11
H 1.06 -0.88 4.46 0.11
C 0.30 -1.16 2.02 -0.08
C -0.81 -4.82 -0.52 -0.07
C 0.09 -0.61 -4.04 -0.35
C 0.98 1.15 -5.53 -0.16
N 0.56 -0.03 -2.95 -0.11
H -1.58 2.63 -0.27 0.13
H -0.61 0.05 -7.19 0.12
H -0.50 -2.24 -3.04 0.07
C -0.93 -2.60 -5.07 -0.18
C -1.38 -1.70 -6.20 -0.16
N 2.66 0.11 -0.12 0.06
C 1.55 1.19 4.63 -0.08
```

HOMO energy (alpha / beta) ... -6.2 / -6.2 eV
Net charge ... 0
Spin multiplicity ... 1
HOMO-LUMO gap (alpha / beta) ... 6.50 / 6.47 eV